#a
Molecular formula: C18H18N4O6ReS4Se
Method: DFT, wB97M-V/def2-TZVPD

* <S²>: 0.7646
* gap between HOMO and LUMO (alpha / beta): 6.218 / 5.816 eV
* multiplicity: 2
* HOMO energy (alpha / beta): -8.778 / -8.775 eV

Atoms and positions in Å:
Re 2.443 0.228 -0.786
N -2.879 1.595 0.137
C -1.980 1.994 1.042
S -0.799 3.153 0.647
N -2.047 1.440 2.260
C -3.093 0.541 2.673
C -4.285 1.063 3.162
C -5.302 0.197 3.532
C -5.128 -1.176 3.403
C -3.937 -1.692 2.913
C -2.912 -0.828 2.551
H -2.871 2.038 -0.764
H -3.613 0.946 0.375
H -1.419 1.828 2.946
H -4.406 2.136 3.248
H -6.232 0.595 3.916
H -5.929 -1.848 3.686
H -3.777 -2.755 2.794
H -1.981 -1.230 2.177
N 1.654 1.128 0.941
C 0.933 -0.110 0.954
C 1.240 -1.160 1.838
C 0.600 -2.360 1.670
C -0.320 -2.544 0.619
C -0.572 -1.535 -0.279
C 0.032 -0.283 -0.109
S -1.299 -4.058 0.603
O -2.023 -3.891 1.856
O -0.311 -5.110 0.606
O -2.108 -3.933 -0.590
H 2.284 1.240 1.730
H 1.009 1.943 0.839
H 1.980 -1.015 2.614
H 0.786 -3.187 2.342
H -1.299 -1.710 -1.061
H -0.320 0.576 -0.665
Se 1.520 1.879 -2.194
C 2.707 2.057 -3.699
C 2.559 1.235 -4.804
C 3.433 1.412 -5.868
N 4.399 2.326 -5.886
C 4.519 3.111 -4.821
C 3.699 3.024 -3.702
H 1.796 0.469 -4.843
H 3.352 0.782 -6.746
H 5.310 3.852 -4.855
H 3.844 3.690 -2.862
O 5.224 -2.436 -0.490
S 4.273 -1.402 -0.625
O 2.830 -1.795 -1.013
O 3.959 -0.541 0.583
S 4.456 0.121 -1.999

---

#b
Molecular formula: C18H18N4O6ReS4Se
Method: DFT, wB97M-V/def2-TZVPD

* <S²>: 0.7655
* gap between HOMO and LUMO (alpha / beta): 6.213 / 6.541 eV
* multiplicity: 2
* HOMO energy (alpha / beta): -8.983 / -8.984 eV

Atoms and positions in Å:
Re 0.497 -1.340 1.488
N -1.484 2.602 0.248
C -1.501 1.332 0.543
S -0.439 0.768 1.824
N -2.334 0.478 -0.057
C -3.241 0.817 -1.112
C -4.264 1.726 -0.878
C -5.136 2.049 -1.906
C -4.998 1.451 -3.151
C -3.982 0.532 -3.371
C -3.093 0.218 -2.354
H -0.779 3.292 0.620
H -2.076 2.949 -0.495
H -2.254 -0.488 0.220
H -4.378 2.168 0.105
H -5.930 2.762 -1.730
H -5.682 1.702 -3.950
H -3.871 0.067 -4.341
H -2.281 -0.478 -2.519
N 2.405 -0.629 2.296
C 2.703 0.736 1.877
C 2.531 1.748 2.806
C 2.326 3.040 2.357
C 2.292 3.292 0.992
C 2.666 2.311 0.086
C 2.875 1.014 0.534
S 1.447 4.766 0.413
O 2.161 5.906 0.923
O 0.125 4.561 1.047
O 1.395 4.609 -1.028
H 2.235 -0.662 3.301
H 3.159 -1.296 2.132
H 2.438 1.514 3.861
H 2.081 3.832 3.053
H 2.678 2.547 -0.970
H 3.054 0.215 -0.176
Se 0.348 -1.289 -0.839
C 1.139 -2.991 -1.283
C 0.330 -4.060 -1.628
C 0.940 -5.272 -1.918
N 2.257 -5.461 -1.892
C 3.018 -4.420 -1.566
C 2.512 -3.166 -1.254
H -0.748 -3.969 -1.656
H 0.337 -6.133 -2.182
H 4.088 -4.592 -1.551
H 3.186 -2.357 -0.999
O 1.269 -3.409 1.752
S 0.359 -3.445 2.949
O 0.278 -4.649 3.688
O 0.685 -2.179 3.680
S -1.344 -2.719 2.014

---

Stability summary: most stable #b, least stable #a.

---

#a
Molecular formula: C5H7Cl3
Method: DFT, wB97M-V/def2-TZVPD

* gap between HOMO and LUMO: 9.806 eV
* multiplicity: 1
* HOMO energy: -9.619 eV

Atoms and positions in Å:
C -0.306 -2.596 0.499
C 0.507 -1.357 0.046
C -0.056 -0.169 -0.464
C 0.517 1.232 -0.669
C -0.118 2.210 0.378
H -1.280 -2.321 -0.185
H -0.425 -2.800 1.748
H 0.263 -3.523 -0.076
H 1.499 -1.460 -0.020
H 0.630 3.286 0.470
H -1.160 2.475 -0.028
H -0.386 1.729 1.504
Cl -1.848 -0.134 -0.338
Cl 2.182 1.267 -0.588
Cl -0.017 2.161 -2.278

---

#b
Molecular formula: C5H7Cl3
Method: DFT, wB97M-V/def2-TZVPD

* gap between HOMO and LUMO: 10.330 eV
* multiplicity: 1
* HOMO energy: -9.901 eV

Atoms and positions in Å:
C -0.797 -0.203 -2.451
C 0.081 -0.060 -1.213
C -0.199 0.505 -0.069
C 0.770 0.436 1.120
C 0.305 -0.505 2.211
H -1.770 0.466 -2.348
H -1.175 -1.121 -2.790
H -0.314 0.402 -3.209
H 1.158 -0.331 -1.443
H 1.249 -0.405 3.030
H -0.627 -0.199 2.850
H 0.008 -1.564 1.963
Cl -2.036 0.591 0.438
Cl 2.238 -0.234 0.521
Cl 1.108 2.222 1.391

---

Stability summary: most stable #b, least stable #a.

---

#a
Molecular formula: C42H119N7O14
Method: DFT, wB97M-V/def2-TZVPD

* gap between HOMO and LUMO: 9.441 eV
* multiplicity: 1
* HOMO energy: -9.166 eV

Atoms and positions in Å:
C -14.762 -16.718 -7.308
C -15.194 -15.297 -7.035
C -14.172 -14.570 -6.043
O -14.085 -15.222 -4.795
C -12.783 -15.031 -4.143
N -15.228 -14.611 -8.293
H -14.860 -17.223 -6.347
H -13.737 -16.804 -7.671
H -15.457 -17.203 -7.994
H -16.167 -15.343 -6.546
H -14.545 -13.554 -5.917
H -13.240 -14.535 -6.606
H -12.703 -14.037 -3.704
H -11.888 -15.218 -4.736
H -12.696 -15.741 -3.320
H -14.276 -14.597 -8.631
H -15.704 -15.186 -8.974
C -18.678 -15.814 -14.465
C -18.724 -14.307 -14.158
C -17.736 -13.977 -13.007
O -17.805 -12.662 -12.479
C -16.936 -12.497 -11.366
N -18.460 -13.621 -15.398
H -17.715 -16.028 -14.927
H -19.404 -16.057 -15.241
H -18.821 -16.412 -13.565
H -19.684 -13.978 -13.758
H -16.700 -14.030 -13.342
H -17.977 -14.666 -12.196
H -15.928 -12.197 -11.654
H -16.765 -13.337 -10.692
H -17.256 -11.721 -10.671
H -17.507 -13.865 -15.625
H -18.404 -12.668 -15.068
C -19.093 -16.584 -7.681
C -19.639 -17.694 -8.611
C -21.061 -18.338 -8.299
O -20.956 -19.457 -7.390
C -20.886 -19.177 -6.013
N -19.732 -16.994 -9.863
H -19.854 -15.823 -7.503
H -18.186 -16.093 -8.033
H -18.831 -17.076 -6.744
H -18.890 -18.436 -8.889
H -21.563 -18.752 -9.174
H -21.794 -17.645 -7.886
H -20.118 -18.466 -5.708
H -20.717 -20.143 -5.537
H -21.846 -18.803 -5.657
H -20.157 -17.656 -10.496
H -20.397 -16.238 -9.781
C -11.976 -13.847 -12.492
C -11.805 -12.361 -12.178
C -12.779 -11.680 -11.191
O -12.608 -12.154 -9.859
C -13.419 -11.431 -8.925
N -10.441 -12.171 -11.804
H -12.908 -13.948 -13.047
H -11.913 -14.450 -11.586
H -11.249 -14.239 -13.204
H -11.935 -11.879 -13.147
H -13.773 -11.938 -11.555
H -12.745 -10.590 -11.197
H -14.457 -11.558 -9.233
H -13.168 -10.371 -8.902
H -13.279 -11.876 -7.940
H -10.432 -11.161 -11.793
H -10.402 -12.342 -10.810
C -21.553 -14.681 -5.383
C -21.376 -14.600 -3.871
C -19.851 -14.830 -3.392
O -19.342 -16.131 -3.817
C -17.959 -16.290 -3.739
N -21.822 -13.229 -3.481
H -21.274 -15.649 -5.800
H -20.932 -13.951 -5.901
H -22.584 -14.525 -5.701
H -22.111 -15.244 -3.389
H -19.858 -14.775 -2.303
H -19.195 -14.011 -3.688
H -17.678 -17.304 -4.021
H -17.590 -16.046 -2.743
H -17.512 -15.588 -4.443
H -21.906 -13.288 -2.477
H -21.053 -12.600 -3.662
C -9.442 -17.428 -4.360
C -8.155 -18.109 -3.891
C -7.914 -19.240 -4.908
O -6.776 -20.017 -4.446
C -6.351 -20.935 -5.405
N -7.029 -17.161 -3.977
H -10.351 -18.017 -4.238
H -9.371 -17.241 -5.432
H -9.661 -16.504 -3.826
H -8.244 -18.560 -2.903
H -7.677 -18.875 -5.907
H -8.796 -19.874 -4.997
H -7.126 -21.627 -5.738
H -5.524 -21.468 -4.936
H -5.891 -20.482 -6.283
H -7.152 -16.254 -3.550
H -6.217 -17.547 -3.515
C -9.502 -16.897 -0.686
C -10.566 -15.764 -0.746
C -11.692 -15.856 0.317
O -12.469 -17.021 0.321
C -13.530 -16.813 1.161
N -9.797 -14.511 -0.524
H -8.906 -16.862 0.226
H -8.822 -16.767 -1.528
H -9.917 -17.894 -0.833
H -11.003 -15.705 -1.743
H -12.375 -15.008 0.259
H -11.101 -15.714 1.221
H -14.089 -17.748 1.133
H -14.188 -16.138 0.613
H -13.337 -16.401 2.151
H -8.899 -14.605 -0.976
H -9.508 -14.496 0.444
C -15.769 -12.569 -3.420
C -15.002 -12.575 -2.095
O -15.249 -11.353 -1.392
H -15.531 -11.728 -4.072
H -16.836 -12.467 -3.224
H -15.775 -13.524 -3.945
H -13.943 -12.698 -2.325
H -15.354 -13.389 -1.461
H -16.093 -11.408 -0.939
C -14.629 -16.426 -11.508
C -16.081 -16.976 -11.489
O -16.738 -16.315 -10.416
H -14.551 -15.399 -11.864
H -14.085 -16.887 -12.333
H -14.049 -16.647 -10.612
H -15.978 -18.008 -11.154
H -16.622 -16.795 -12.418
H -17.592 -16.689 -10.189
C -10.535 -16.040 -7.867
C -10.801 -14.758 -8.696
O -12.179 -14.720 -9.096
H -9.535 -15.940 -7.442
H -10.540 -17.000 -8.384
H -11.202 -16.134 -7.010
H -10.155 -14.565 -9.552
H -10.612 -13.888 -8.067
H -12.525 -13.834 -9.225
C -19.141 -11.903 -6.510
C -17.955 -12.917 -6.616
O -17.351 -12.574 -7.789
H -19.585 -11.997 -5.519
H -19.859 -12.113 -7.303
H -18.824 -10.864 -6.599
H -18.166 -13.984 -6.545
H -17.372 -12.732 -5.713
H -16.727 -13.270 -8.008
C -14.018 -17.967 -2.572
C -14.942 -18.988 -1.954
O -15.045 -19.985 -2.950
H -13.933 -17.064 -1.967
H -14.202 -17.625 -3.590
H -13.001 -18.339 -2.693
H -15.888 -18.468 -1.811
H -14.638 -19.313 -0.959
H -15.743 -20.614 -2.753
C -11.663 -10.870 -3.261
C -11.227 -11.565 -1.995
O -10.511 -12.707 -2.469
H -12.379 -11.498 -3.790
H -10.810 -10.867 -3.940
H -12.053 -9.872 -3.064
H -12.111 -11.777 -1.393
H -10.625 -10.866 -1.414
H -10.501 -13.385 -1.790
C -12.924 -20.404 -7.207
C -12.978 -19.827 -5.774
O -13.286 -20.880 -4.904
H -13.740 -21.112 -7.356
H -12.120 -21.140 -7.232
H -12.869 -19.687 -8.026
H -13.781 -19.089 -5.759
H -12.053 -19.281 -5.590
H -13.909 -20.599 -4.230

---

#b
Molecular formula: C42H119N7O14
Method: DFT, wB97M-V/def2-TZVPD

* gap between HOMO and LUMO: 9.422 eV
* multiplicity: 1
* HOMO energy: -8.893 eV

Atoms and positions in Å:
C -5.491 0.168 -1.258
C -5.403 0.408 0.231
C -4.359 -0.420 0.949
O -4.222 -1.769 0.497
C -5.294 -2.593 0.881
N -5.303 1.817 0.553
H -4.521 0.358 -1.762
H -6.209 0.784 -1.787
H -5.705 -0.897 -1.425
H -6.353 0.073 0.659
H -4.495 -0.377 2.040
H -3.379 0.022 0.729
H -5.528 -2.617 1.961
H -5.056 -3.608 0.595
H -6.186 -2.282 0.331
H -5.096 1.939 1.535
H -4.447 2.181 0.127
C -2.808 -2.862 3.838
C -2.258 -4.045 3.081
C -3.224 -5.210 3.037
O -2.602 -6.223 2.316
C -3.443 -7.274 1.999
N -1.822 -3.540 1.777
H -2.047 -2.103 4.051
H -3.236 -3.154 4.809
H -3.633 -2.386 3.298
H -1.325 -4.348 3.541
H -4.215 -4.886 2.641
H -3.409 -5.538 4.087
H -3.770 -7.654 2.976
H -2.948 -8.034 1.392
H -4.328 -6.904 1.441
H -2.519 -2.992 1.284
H -1.604 -4.367 1.229
C -3.984 -5.901 -5.710
C -2.899 -5.238 -4.821
C -3.461 -4.926 -3.430
O -2.505 -4.149 -2.782
C -2.953 -3.551 -1.567
N -1.672 -5.972 -4.820
H -4.811 -5.197 -5.798
H -4.340 -6.882 -5.357
H -3.516 -6.041 -6.700
H -2.575 -4.346 -5.372
H -3.741 -5.836 -2.874
H -4.395 -4.340 -3.573
H -3.870 -2.995 -1.786
H -2.218 -2.923 -1.084
H -3.220 -4.371 -0.871
H -1.845 -6.937 -4.593
H -0.997 -5.581 -4.180
C 6.771 4.320 1.972
C 5.571 3.808 1.196
C 4.306 4.084 1.951
O 3.250 3.518 1.198
C 1.981 3.780 1.775
N 5.557 4.431 -0.146
H 6.777 3.792 2.941
H 6.771 5.401 2.175
H 7.719 4.087 1.463
H 5.639 2.721 1.069
H 4.127 5.177 2.037
H 4.379 3.636 2.958
H 1.771 4.855 1.593
H 1.841 3.602 2.843
H 1.213 3.184 1.267
H 4.606 4.377 -0.485
H 5.874 5.386 -0.137
C -3.693 6.524 1.151
C -3.091 5.130 0.926
C -3.173 4.741 -0.525
O -2.747 3.367 -0.641
C -2.661 2.990 -1.966
N -1.730 5.112 1.329
H -3.125 7.282 0.580
H -3.560 6.784 2.195
H -4.757 6.576 0.907
H -3.697 4.434 1.527
H -2.479 5.391 -1.097
H -4.194 4.846 -0.940
H -3.670 2.998 -2.418
H -2.219 2.004 -2.099
H -2.053 3.716 -2.522
H -1.724 4.962 2.330
H -1.284 4.302 0.942
C -1.451 1.268 3.552
C -2.574 2.093 4.276
C -2.062 3.213 5.084
O -1.416 4.120 4.165
C -0.905 5.288 4.747
N -3.657 2.359 3.294
H -0.663 1.026 4.265
H -0.975 1.823 2.740
H -1.813 0.310 3.148
H -3.009 1.410 5.018
H -1.431 2.834 5.897
H -2.938 3.711 5.526
H -0.144 5.023 5.481
H -1.701 5.885 5.233
H -0.442 5.872 3.947
H -4.400 2.898 3.723
H -3.224 2.912 2.558
C 4.161 0.068 1.435
C 5.230 -0.858 1.950
C 6.006 -0.294 3.119
O 6.891 0.692 2.582
C 7.783 1.188 3.512
N 4.624 -2.122 2.437
H 4.594 0.997 1.087
H 3.528 0.376 2.277
H 3.506 -0.321 0.659
H 5.886 -1.157 1.125
H 6.531 -1.089 3.683
H 5.230 0.120 3.803
H 8.439 0.403 3.915
H 7.232 1.714 4.305
H 8.384 1.934 2.989
H 5.376 -2.772 2.628
H 3.966 -2.486 1.763
C 4.561 -1.684 -4.188
C 5.542 -2.178 -3.143
O 5.378 -1.569 -1.868
H 4.583 -2.326 -5.071
H 4.790 -0.665 -4.510
H 3.545 -1.666 -3.790
H 6.599 -2.048 -3.419
H 5.384 -3.244 -2.989
H 5.899 -0.755 -1.860
C -0.820 -0.290 -0.363
C 0.349 0.513 -0.836
O 0.891 -0.061 -2.033
H -1.579 -0.349 -1.148
H -1.238 0.165 0.546
H -0.485 -1.298 -0.126
H 1.146 0.561 -0.080
H 0.033 1.540 -1.026
H 1.423 -0.816 -1.770
C 3.806 1.782 -1.975
C 4.955 2.396 -2.791
O 6.186 2.444 -2.100
H 2.918 1.721 -2.613
H 3.547 2.320 -1.065
H 4.096 0.768 -1.707
H 4.751 3.427 -3.125
H 5.160 1.811 -3.700
H 6.095 3.177 -1.472
C 1.061 -1.535 2.598
C 1.275 -2.329 3.878
O 2.554 -2.147 4.459
H 1.721 -1.834 1.778
H 1.103 -0.443 2.684
H 0.057 -1.714 2.162
H 1.072 -3.402 3.662
H 0.538 -1.993 4.621
H 3.249 -2.047 3.790
C -2.896 -1.163 -4.284
C -3.285 0.160 -5.006
O -2.358 0.525 -5.985
H -2.733 -2.046 -4.883
H -3.619 -1.349 -3.481
H -1.963 -0.953 -3.727
H -3.491 1.035 -4.351
H -4.212 -0.093 -5.525
H -1.455 0.404 -5.649
C 0.876 -3.578 -1.543
C 2.382 -3.326 -1.606
O 2.672 -2.042 -1.093
H 0.335 -2.821 -2.119
H 0.539 -3.464 -0.507
H 0.582 -4.571 -1.894
H 2.693 -3.410 -2.658
H 2.894 -4.116 -1.032
H 3.549 -1.792 -1.382
C 1.352 2.656 -5.213
C 0.047 2.308 -4.486
O -0.149 0.913 -4.369
H 1.262 2.217 -6.196
H 2.228 2.246 -4.710
H 1.466 3.737 -5.296
H -0.831 2.723 -4.986
H 0.040 2.719 -3.459
H 0.307 0.616 -3.574

---

Stability summary: most stable #b, least stable #a.